(P)
ORCA calculation (ωB97M-V/def2-TZVPD) on 2 unconnected molecules or ions with the total composition C3H11NOS.

Positions of all 17 atoms, in Å:
N -1.77029 1.02106 0.59150
C -0.62309 1.03422 -0.30509
C 0.49457 0.32794 0.33399
C 1.76839 0.12327 -0.55767
S 3.08217 -0.78393 0.19403
H -2.37583 1.87431 0.47329
H -2.24750 0.13883 0.75789
H -0.34097 2.10363 -0.62276
H -0.60564 0.42348 -1.25025
H 0.26126 -0.72637 0.61606
H 0.81897 0.74918 1.30531
H 1.66725 -0.47145 -1.48815
H 2.18713 1.15060 -0.64854
H 3.49326 0.07363 1.21522
O -2.18503 -1.95851 -0.19778
H -1.27640 -2.19204 -0.47675
H -2.34823 -2.88787 0.05969

Calculated values
2S+1	1
SMILES string	NCCCS.O
net charge	0
LUMO level	0.6	eV


(Q)
ORCA calculation (ωB97M-V/def2-TZVPD) on 2 unconnected molecules or ions with the total composition C3H11NOS.

Positions of all 17 atoms, in Å:
C 2.37858 -1.52356 0.52583
C 1.29609 -0.28314 0.40990
S 2.04064 0.81878 -0.92113
H 3.48883 -1.17359 0.67219
H 2.31252 -1.97884 -0.47649
H 2.13446 -2.33988 1.32156
H 0.35531 -0.83136 0.10137
H 1.16379 0.31156 1.27979
H 3.30612 0.82409 -0.42567
N -2.03739 1.28793 -1.08204
C -2.24100 0.75773 0.20248
O -2.59087 -0.66356 0.34034
H -2.52686 1.05801 -1.91361
H -1.62992 2.21367 -1.18744
H -1.16202 0.75623 0.70032
H -2.96330 1.34035 0.74967
H -3.32497 -0.57443 -0.29711

Calculated values
2S+1	1
SMILES string	CCS.NCO
net charge	0
LUMO level	0.9	eV


(R)
ORCA calculation (ωB97M-V/def2-TZVPD) on 2 unconnected molecules or ions with the total composition C3H11NOS.

Positions of all 17 atoms, in Å:
C -1.45080 0.61049 0.01576
S -2.79647 1.28797 -0.97735
C -2.26687 3.00114 -0.79857
H -0.72948 1.22067 0.56826
H -0.97946 -0.10284 -0.66448
H -1.83689 0.02012 0.86508
H -2.10173 3.05928 0.33255
H -1.27643 3.22244 -1.18705
H -2.90855 3.86298 -1.12132
N 0.99816 -2.18048 0.74468
C 2.27722 -2.25741 0.02621
O 3.14495 -1.30949 0.78538
H 0.48071 -1.32886 0.73412
H 0.83383 -2.92061 1.40187
H 2.78449 -3.21815 0.15092
H 2.06843 -1.97846 -0.98620
H 3.75888 -0.98879 0.11014

Calculated values
2S+1	1
SMILES string	CSC.NCO
net charge	0
LUMO level	0.9	eV


(S)
ORCA calculation (ωB97M-V/def2-TZVPD) on 2 unconnected molecules or ions with the total composition C3H11NOS.

Positions of all 17 atoms, in Å:
C -1.59074 -1.16079 -1.71885
C -1.38673 0.28671 -1.31584
S -0.41981 1.18387 -2.58902
H -0.66632 -1.74341 -1.70402
H -2.00444 -1.24907 -2.72593
H -2.28913 -1.63308 -1.03769
H -2.34642 0.80075 -1.21899
H -0.91336 0.38544 -0.35053
H -0.37607 2.36159 -1.94821
N 2.11396 0.05798 0.96937
C 1.63453 -0.22618 2.28159
O 0.74834 0.73739 2.84918
H 1.45919 -0.22402 0.25685
H 2.41462 1.00881 0.82023
H 1.12902 -1.19765 2.24877
H 2.44780 -0.28584 2.98935
H 0.04555 0.89752 2.19373

Calculated values
2S+1	1
SMILES string	CCS.NCO
net charge	0
LUMO level	0.5	eV


(S) wins, 0.697 eV ahead of the next structure.


(P)
ORCA calculation (ωB97M-V/def2-TZVPD) on 2 unconnected molecules or ions with the total composition C3H11NOS.

Positions of all 17 atoms, in Å:
C -1.96567 -3.77270 0.25065
C -1.04765 -2.72984 0.90894
S -1.56542 -1.04501 0.42178
H -1.42849 -4.54846 -0.28841
H -2.61489 -4.28267 0.94903
H -2.60571 -3.29478 -0.49596
H -0.07082 -2.83748 0.50374
H -1.08279 -2.83764 1.98082
H -0.53134 -0.43725 1.01381
N 1.40835 3.78147 -0.15954
C 2.50274 3.06557 -0.69895
O 2.21666 1.72620 -1.11756
H 1.04259 3.28019 0.64238
H 0.65103 3.79254 -0.83018
H 3.34801 3.04952 -0.01328
H 2.92992 3.56875 -1.57087
H 2.18004 1.21253 -0.29428

Calculated values
2S+1	1
SMILES string	CCS.NCO
net charge	0
LUMO level	0.6	eV


(Q)
ORCA calculation (ωB97M-V/def2-TZVPD) on 3 unconnected molecules or ions with the total composition C3H11NOS.

Positions of all 17 atoms, in Å:
C 0.54833 0.17677 1.71849
O 1.15297 0.80845 2.84211
C -0.76758 0.90539 1.41984
N -1.72462 0.11074 0.62740
H 0.28044 -0.86687 1.95456
H 1.16228 0.17650 0.81980
H 2.08189 0.91124 2.61905
H -1.10018 1.12107 2.43558
H -0.52467 1.88863 0.99407
H -2.55779 0.68629 0.55589
H 0.18452 -1.18679 -0.31154
H -1.38834 -0.04382 -0.33325
C 0.12355 -1.67259 -2.77586
S 0.32167 -0.09919 -1.84475
H 0.09342 -1.51026 -3.85605
H 0.99568 -2.30622 -2.61805
H -0.79102 -2.21196 -2.53806

Calculated values
2S+1	1
net charge	0
LUMO level	-0.6	eV


(P) wins, 2.199 eV ahead of the next structure.


(P)
ORCA calculation (ωB97M-V/def2-TZVPD) on C4H3NS2 in the gas phase.

Positions of all 10 atoms, in Å:
N -0.32078 -2.86022 0.11254
C -0.61233 -1.84279 -0.32031
C -0.92809 -0.60060 -0.88426
C -0.40715 0.63291 -0.61962
C 0.58285 0.97540 0.37397
S 0.99107 2.53789 0.51352
S 1.32300 -0.26925 1.40556
H -1.75932 -0.67149 -1.57393
H -0.90774 1.49545 -1.13322
H 2.03850 0.60269 2.12576

Calculated values
2S+1	1
SMILES string	N#C/C=C\C(=S)S
net charge	0
LUMO level	-1.7	eV


(Q)
ORCA calculation (ωB97M-V/def2-TZVPD) on C4H3NS2 in the gas phase.

Positions of all 10 atoms, in Å:
N -0.67071 -1.62483 -2.08065
C -0.55705 -0.81754 -1.25606
C -0.33930 0.18308 -0.19412
C -0.47224 -0.49233 1.17163
S -1.32889 0.09548 2.39097
C 1.07014 0.75038 -0.31343
S 1.40448 2.31762 -0.26691
H -1.07124 0.99808 -0.28670
H 0.10865 -1.41779 1.26344
H 1.85616 0.00784 -0.42819

Calculated values
2S+1	1
SMILES string	N#CC(C=S)C=S
net charge	0
LUMO level	-1.5	eV


(P) wins, 0.453 eV ahead of the next structure.


(P)
ORCA calculation (ωB97M-V/def2-TZVPD) on C3H5NS2 in the gas phase.

Positions of all 11 atoms, in Å:
C 0.09162 -1.62694 0.56969
C -0.56816 -0.31579 0.19215
S -2.17068 -0.09215 0.34761
N 0.35044 0.61004 -0.27005
C 0.21465 1.91389 -0.71929
S -1.08950 2.85567 -0.87156
H -0.35960 -2.43956 0.01949
H -0.12623 -1.83110 1.62893
H 1.15395 -1.64897 0.39981
H 1.31833 0.28567 -0.28314
H 1.18519 2.28925 -1.01365

Calculated values
2S+1	1
SMILES string	CC(=S)NC=S
net charge	0
LUMO level	-0.5	eV


(Q)
ORCA calculation (ωB97M-V/def2-TZVPD) on 2 unconnected molecules or ions with the total composition C3H5NS2.

Positions of all 11 atoms, in Å:
C -0.51653 0.13756 0.22336
C 2.99268 -1.98251 0.09823
C -0.92580 0.26715 -1.21272
N 0.27174 -0.75557 0.61191
S -1.32161 1.37761 1.19432
S 2.79770 -0.47141 -0.00358
H -1.76506 -0.35804 -1.57773
H -0.01967 0.11126 -1.78502
H -1.26858 1.26985 -1.44787
H -0.75660 1.05689 2.29965
H 0.51174 -0.65280 1.59947

Calculated values
2S+1	1
net charge	0
LUMO level	0.3	eV


(P) wins, 2.442 eV ahead of the next structure.